No. 1
107
Properties=species:S:1:pos:R:3:lowdin_charge:R:1 method="wB97M-V/def2-TZVPD" lumo_ev=-1.986 charge=+1 spin_multiplicity=1 de_lowest_ev=1.0445
Ca -0.0882 0.1260 -0.6387 0.985
C -3.0092 0.8209 0.7216 -0.173
C -1.8820 1.1048 1.7226 -0.184
N -0.7044 1.6387 1.0208 -0.182
C -0.8397 3.0202 0.5161 -0.166
C -0.3394 3.1355 -0.9319 -0.184
N -0.8647 2.0316 -1.7631 -0.164
C -2.3221 2.0620 -2.0122 -0.173
C -2.9423 0.6824 -1.7639 -0.186
N -2.4825 0.1394 -0.4762 -0.165
H -3.4775 1.7608 0.4263 0.108
H -3.7807 0.2289 1.2143 0.129
H -1.5888 0.1681 2.2014 0.093
H -2.2501 1.7815 2.5006 0.126
H 0.1173 1.5670 1.6180 0.079
H -0.2847 3.7274 1.1330 0.128
H -1.8870 3.3197 0.5679 0.109
H 0.7483 3.0658 -0.9337 0.108
H -0.6242 4.1168 -1.3247 0.125
H -0.3715 2.0102 -2.6503 0.102
H -2.5478 2.3780 -3.0293 0.126
H -2.7787 2.7912 -1.3444 0.105
H -2.6120 -0.0027 -2.5466 0.121
H -4.0311 0.7734 -1.8169 0.125
H -2.6960 -0.8536 -0.4059 0.077
C 7.3349 -2.7686 -0.5101 -0.039
C 5.9777 -2.2247 -0.1475 -0.266
C 4.8413 -2.6045 -0.8478 -0.041
C 3.5840 -2.1301 -0.4906 -0.089
C 3.4754 -1.2931 0.6072 -0.363
C 4.5968 -0.8800 1.3174 -0.050
C 5.8418 -1.3353 0.9242 -0.024
S 1.8481 -0.8375 1.1959 0.931
O 1.8920 0.5912 1.6625 -0.505
C 1.9057 -1.8188 2.7198 -0.290
C 2.1892 -1.0854 3.8904 -0.062
C 2.2089 -1.7187 5.0951 -0.005
C 1.9191 -3.1005 5.1941 -0.158
C 1.8755 -3.7566 6.4492 -0.028
C 1.5637 -5.0822 6.5298 -0.064
C 1.2795 -5.8183 5.3578 -0.054
C 1.3141 -5.2148 4.1334 -0.005
C 1.6375 -3.8378 4.0172 -0.114
C 1.6450 -3.1722 2.7510 -0.152
C 1.3217 -3.9605 1.5180 -0.154
C 2.2776 -4.8590 0.9627 -0.119
C 3.5832 -4.9945 1.5013 -0.017
C 4.4866 -5.8374 0.9216 -0.065
C 4.1336 -6.5844 -0.2258 -0.069
C 2.8848 -6.4730 -0.7633 -0.024
C 1.9188 -5.6121 -0.1839 -0.145
C 0.6187 -5.4796 -0.7293 -0.003
C -0.2795 -4.6035 -0.2009 -0.078
C 0.0868 -3.8482 0.9260 -0.313
S -1.0374 -2.5978 1.5535 0.978
O -2.2161 -2.5639 0.6307 -0.497
C -1.5585 -3.3981 3.0584 -0.367
C -1.3713 -2.7205 4.2509 -0.077
C -1.7586 -3.3191 5.4422 -0.027
C -2.3391 -4.5830 5.4455 -0.259
C -2.7649 -5.2404 6.7311 -0.039
C -2.5283 -5.2392 4.2247 -0.023
C -2.1389 -4.6588 3.0331 -0.047
H 7.3017 -3.3410 -1.4375 0.078
H 7.7027 -3.4265 0.2807 0.086
H 8.0628 -1.9626 -0.6264 0.084
H 4.9317 -3.2931 -1.6810 0.123
H 2.6971 -2.4187 -1.0440 0.044
H 4.4902 -0.2053 2.1596 0.118
H 6.7249 -1.0192 1.4699 0.121
H 2.3879 -0.0243 3.8003 0.108
H 2.4407 -1.1684 6.0007 0.122
H 2.0904 -3.1847 7.3458 0.117
H 1.5356 -5.5779 7.4935 0.110
H 1.0321 -6.8706 5.4345 0.112
H 1.0892 -5.7820 3.2385 0.125
H 3.8599 -4.4091 2.3704 0.124
H 5.4819 -5.9347 1.3390 0.108
H 4.8623 -7.2484 -0.6758 0.107
H 2.6123 -7.0455 -1.6438 0.118
H 0.3533 -6.0617 -1.6048 0.124
H -1.2635 -4.4625 -0.6305 0.114
H -0.9127 -1.7354 4.2522 0.112
H -1.6075 -2.7968 6.3803 0.119
H -2.5446 -4.6095 7.5915 0.078
H -2.2531 -6.1962 6.8630 0.084
H -3.8376 -5.4429 6.7217 0.087
H -2.9866 -6.2227 4.2149 0.123
H -2.2890 -5.1719 2.0884 0.123
Cl 0.4363 -1.7738 -2.0900 -0.122
O 1.5792 0.9961 -3.6124 0.103
C 2.4275 1.1579 -2.6270 -0.484
O 2.0993 1.0749 -1.4518 -0.030
C 3.8145 1.6312 -3.0688 -0.218
N 3.9032 1.5619 -4.5366 -0.026
C 5.0005 0.6416 -4.9176 -0.172
C 5.1902 -0.2290 -3.6808 -0.157
C 4.9391 0.7479 -2.5275 -0.108
H 3.8963 2.6511 -2.6923 0.164
H 4.0130 2.4694 -4.9630 0.126
H 2.1444 1.0803 -4.4248 0.118
H 5.9196 1.1865 -5.1446 0.119
H 4.7178 0.0658 -5.7973 0.116
H 6.1875 -0.6649 -3.6448 0.115
H 4.4530 -1.0343 -3.6652 0.117
H 5.8286 1.3522 -2.3480 0.125
H 4.6534 0.2673 -1.5940 0.098

No. 2
19
Properties=species:S:1:pos:R:3:nbo_charge:R:1 method="wB97M-V/def2-TZVPD" lumo_ev="-0.427 / -0.426" spin_multiplicity=1 de_lowest_ev=5.7295
C 1.9162 0.1942 -1.1028 0.102
C 1.8835 1.8550 0.3644 -0.065
C 1.0023 -0.2608 -0.0932 0.007
C -3.1035 -1.0150 -1.1442 -0.875
C 0.3597 0.7470 2.0428 -0.099
N 2.4298 1.3567 -0.8837 -0.447
N 0.9199 0.7564 0.8767 -0.218
N 0.3688 -1.4845 -0.0271 0.506
O 0.6612 -2.3302 -0.8166 -0.398
O -0.3249 -1.6444 1.0118 -0.496
H 2.1354 -0.4098 -1.9191 0.220
H 2.6165 2.0862 1.1967 0.220
H 1.1904 2.6764 0.2749 0.213
H -2.3753 -0.9748 -0.2879 0.218
H -2.8806 -2.0099 -1.6365 0.223
H -4.1435 -0.9282 -0.7171 0.219
H -2.7843 -0.2100 -1.8474 0.211
H -0.4714 -0.0084 2.1333 0.273
H 0.5997 1.6042 2.5750 0.186

No. 3
32
Properties=species:S:1:pos:R:3:nbo_charge:R:1 method="wB97M-V/def2-TZVPD" lumo_ev="-0.736 / -0.915" spin_multiplicity=2
Ba -1.1984 1.8604 -3.4525 1.024
As -0.2143 0.0743 0.5634 2.821
F -1.9500 -0.3750 0.7395 -0.613
F 0.1322 -0.2334 2.2849 -0.621
F 1.4809 0.6239 0.3522 -0.617
F -0.5356 0.3737 -1.2242 -0.705
F -0.5586 1.7885 0.7638 -0.643
F 0.2241 -1.6257 0.3131 -0.609
O -2.9490 -2.1492 -1.3420 -0.969
H -2.6747 -1.4939 -0.7004 0.491
H -3.0598 -2.9520 -0.8327 0.473
O -1.9910 3.7984 1.2970 -0.954
H -1.2780 3.1911 1.0993 0.473
H -2.5011 3.3567 1.9759 0.468
O 2.7459 -0.9875 -1.4493 -0.930
H 2.1481 -1.2028 -0.7333 0.475
H 2.2831 -0.3201 -1.9558 0.455
O -1.7171 -0.8495 -3.6237 -1.027
H -2.2890 -1.6114 -3.5314 0.527
H -0.8324 -1.2144 -3.6431 0.497
O 0.1920 3.4321 -1.4724 -1.019
H 0.5412 4.3167 -1.3641 0.502
H 0.2747 3.0337 -0.6060 0.507
O 1.1601 -0.4139 4.7244 -0.948
H 0.6790 -0.3161 3.9027 0.479
H 0.9957 0.4019 5.1974 0.461
O 3.9542 1.0141 1.8777 -0.942
H 4.1150 0.0784 1.9996 0.470
H 3.0005 1.0955 1.8761 0.472
O 0.2297 -4.0925 -1.2352 -0.935
H -0.3441 -4.8368 -1.4167 0.461
H -0.0633 -3.7653 -0.3847 0.474

No. 4
88
Properties=species:S:1:pos:R:3:lowdin_charge:R:1 method="wB97M-V/def2-TZVPD" lumo_ev=-14.051 charge=+4 spin_multiplicity=1
W -0.0721 0.1810 0.0009 1.362
C 0.9827 -1.5128 -1.0456 -0.204
C 2.0456 -0.5838 -0.8795 -0.096
C 2.3137 -0.0679 0.3796 -0.070
C 1.5520 -0.4898 1.4979 -0.136
C 0.7406 -1.6499 1.3757 -0.055
C 0.4429 -2.1495 0.1154 -0.115
H 0.7646 -1.9016 -2.0317 0.135
H 2.5820 -0.2262 -1.7475 0.116
H 3.0613 0.7078 0.4985 0.150
H 1.7349 -0.0498 2.4678 0.138
H 0.2666 -2.0689 2.2556 0.157
H -0.2348 -2.9845 -0.0032 0.119
C -1.6061 0.6322 -3.5033 -0.362
C -1.9021 -0.8135 -3.1503 -0.369
As -2.1790 -0.9578 -1.2291 1.278
C -2.6649 -2.7745 -0.8202 -0.398
C -2.6234 -3.3048 0.4714 -0.136
C -3.0732 -4.5940 0.7042 -0.030
C -3.5671 -5.3621 -0.3455 -0.006
C -3.6164 -4.8374 -1.6282 -0.017
C -3.1691 -3.5449 -1.8707 -0.085
C -3.7538 0.1010 -0.8875 -0.418
C -3.6731 1.4892 -0.7895 -0.140
C -4.8167 2.2425 -0.5858 -0.030
C -6.0494 1.6052 -0.4748 -0.006
C -6.1354 0.2219 -0.5665 -0.013
C -4.9904 -0.5400 -0.7699 -0.068
As -0.1024 1.3619 -2.4939 1.303
C -0.2494 3.2895 -2.5589 -0.367
C -0.9948 4.0447 -1.6456 -0.151
C -1.1286 5.4139 -1.8131 -0.028
C -0.5461 6.0437 -2.9064 -0.005
C 0.1675 5.2988 -3.8330 -0.011
C 0.3240 3.9302 -3.6619 -0.076
C 1.4787 0.9242 -3.4998 -0.426
C 1.4527 -0.1031 -4.4385 -0.091
C 2.6147 -0.4292 -5.1303 -0.020
C 3.7910 0.2636 -4.8826 -0.007
C 3.8135 1.2965 -3.9486 -0.026
C 2.6613 1.6297 -3.2538 -0.139
H -2.4603 1.2817 -3.3018 0.083
H -1.3429 0.7555 -4.5564 0.106
H -1.1127 -1.5097 -3.4356 0.073
H -2.8264 -1.1385 -3.6320 0.101
H -2.2606 -2.7188 1.3100 0.086
H -3.0418 -5.0039 1.7048 0.128
H -3.9157 -6.3692 -0.1599 0.136
H -4.0024 -5.4317 -2.4454 0.134
H -3.2233 -3.1642 -2.8829 0.105
H -2.7139 1.9907 -0.8918 0.052
H -4.7592 3.3212 -0.5237 0.125
H -6.9462 2.1904 -0.3201 0.135
H -7.0970 -0.2678 -0.4893 0.135
H -5.0725 -1.6180 -0.8418 0.114
H -1.5164 3.5970 -0.8054 0.063
H -1.7001 5.9899 -1.0979 0.128
H -0.6596 7.1111 -3.0405 0.136
H 0.6031 5.7805 -4.6981 0.135
H 0.8813 3.3767 -4.4050 0.112
H 0.5410 -0.6384 -4.6758 0.098
H 2.5934 -1.2135 -5.8750 0.132
H 4.6909 0.0130 -5.4283 0.135
H 4.7260 1.8520 -3.7779 0.131
H 2.6863 2.4597 -2.5545 0.113
N -2.5734 -0.1745 1.8740 0.028
C -2.9332 -0.1275 3.1459 0.033
C -1.8725 0.4081 3.8789 0.046
C -0.9214 0.7170 2.9464 -0.096
N -1.3227 0.3648 1.6747 -0.137
H -3.2098 -0.3068 1.0878 0.097
H -3.9169 -0.4506 3.4548 0.166
H -1.8267 0.5661 4.9431 0.142
H 0.0426 1.1618 3.1115 0.101
N 0.5447 2.2923 0.4396 -0.020
C 0.5849 2.9909 1.7384 -0.324
C 1.7525 2.9610 2.4848 -0.044
C 1.7811 3.6101 3.7137 -0.020
C 0.6541 4.2822 4.1709 -0.018
C -0.5001 4.3189 3.3982 -0.024
C -0.5429 3.6662 2.1730 -0.047
H 0.0079 2.9089 -0.1878 0.027
H 1.4806 2.3894 0.0375 0.108
H 2.6517 2.4802 2.1128 0.116
H 2.6892 3.6103 4.3013 0.133
H 0.6831 4.7979 5.1209 0.133
H -1.3658 4.8656 3.7468 0.130
H -1.4473 3.6876 1.5746 0.116

No. 5
10
Properties=species:S:1:pos:R:3:nbo_charge:R:1 method="wB97M-V/def2-TZVPD" lumo_ev=0.353 spin_multiplicity=1 de_lowest_ev=4.1514
O 0.7042 0.8020 -0.8781 -0.585
C 0.0460 -0.4294 -0.4633 -0.108
C -0.8922 0.6997 -0.3523 0.423
O -0.7508 1.4940 0.6608 -0.718
C 0.5975 -1.0749 0.7821 0.412
O 0.6432 -2.2725 0.9048 -0.480
H 0.4346 1.4295 0.1798 0.513
H -0.0729 -1.1297 -1.2884 0.221
H -1.6529 0.8656 -1.1197 0.190
H 0.9434 -0.3843 1.5745 0.132

No. 6
16
Properties=species:S:1:pos:R:3:nbo_charge:R:1 method="wB97M-V/def2-TZVPD" lumo_ev="-3.752 / -3.743" charge=+1 spin_multiplicity=1 de_lowest_ev=3.0871
C -0.7058 -1.7822 -0.4577 -0.426
C 0.5322 2.3181 -0.3709 0.056
C 0.1409 0.1955 0.8040 -0.333
N -0.6518 -0.3104 -0.3117 -0.548
O 0.6143 1.7724 -1.6023 -0.686
S -0.8219 0.4163 2.2677 0.034
H -1.3205 -2.0532 -1.3134 0.238
H 0.2979 -2.1766 -0.5983 0.233
H -1.1349 -2.2207 0.4412 0.242
H -0.4220 2.7677 -0.1512 0.197
H 1.4177 2.6873 0.1161 0.203
H 1.1029 -0.2788 0.9174 0.223
H -1.6092 0.0448 -0.1908 0.434
H -0.2824 0.1326 -1.1847 0.451
H 1.5322 1.6798 -1.8923 0.514
H 0.1984 0.6174 3.0920 0.169

No. 7
49
Properties=species:S:1:pos:R:3:nbo_charge:R:1 method="wB97M-V/def2-TZVPD" lumo_ev=-3.541 spin_multiplicity=1 de_lowest_ev=0.0000
C -4.3577 2.3410 -1.0735 -0.643
C -4.0973 0.9993 -1.6941 0.242
N -4.6482 -0.0698 -1.1216 -0.455
F -2.9831 1.1040 3.4455 -0.762
C -4.2236 -1.2877 -1.4445 0.241
C -4.6111 -2.4300 -0.5479 -0.640
C -3.3875 -1.5025 -2.5604 -0.279
C -2.9128 -0.4006 -3.2828 0.034
C -2.0538 -0.5925 -4.4986 -0.635
C -3.2640 0.8723 -2.8224 -0.279
H -3.8866 3.1247 -1.6740 0.205
H -5.4309 2.5423 -0.9978 0.223
H -3.9442 2.3938 -0.0576 0.242
H -4.3843 -3.3822 -1.0366 0.206
H -4.0493 -2.3930 0.3962 0.231
H -5.6766 -2.3892 -0.2998 0.228
H -3.1115 -2.5240 -2.8201 0.208
H -1.7796 0.3764 -4.9197 0.215
H -1.1311 -1.1324 -4.2613 0.224
H -2.5659 -1.1667 -5.2789 0.224
H -2.8817 1.7705 -3.3061 0.208
C -7.5603 3.7959 1.3278 -0.178
C -6.3452 4.4496 1.5623 -0.209
C -5.6959 4.3102 2.7920 -0.205
C -6.2528 3.5019 3.7875 -0.246
S -5.4109 3.3415 5.3853 2.099
C -4.3589 2.0026 5.1508 -0.148
C -3.6523 1.3672 6.1692 -0.222
C -2.8517 0.2608 5.7353 -0.031
C -2.0236 -0.4263 6.5923 -0.208
C -1.8789 0.0316 7.9218 -0.029
C -0.9022 -0.5285 8.8099 0.242
N -0.1008 -0.9281 9.5712 -0.223
C -2.6829 1.0892 8.3798 -0.241
C -3.5766 1.7377 7.5501 -0.003
O -4.6861 4.5900 5.5166 -0.890
O -6.4383 3.0177 6.3479 -0.906
C -7.4605 2.8384 3.5553 -0.211
C -8.1159 2.9912 2.3297 -0.209
H -8.0806 3.9298 0.3810 0.223
H -5.9039 5.0890 0.7957 0.225
H -4.7529 4.8249 2.9787 0.244
H -4.0262 1.7499 4.1140 0.363
H -2.8763 0.1559 4.6256 0.338
H -1.4648 -1.3039 6.2601 0.243
H -2.5785 1.3934 9.4269 0.244
H -4.1883 2.5589 7.9254 0.236
H -7.8851 2.2037 4.3347 0.238
H -9.0702 2.4903 2.1656 0.224

No. 8
122
Properties=species:S:1:pos:R:3:lowdin_charge:R:1 method="wB97M-V/def2-TZVPD" lumo_ev=1.599 charge=-1 spin_multiplicity=1 de_lowest_ev=3.2488
C 4.9446 -0.7578 1.7693 -0.071
C 5.1087 0.7298 1.4544 -0.257
N 5.4846 1.0103 0.0494 -0.238
C 5.5919 2.4639 -0.1642 -0.279
C 6.3979 2.7940 -1.4162 -0.078
C 4.5285 0.4301 -0.8638 -1.134
S 4.9647 -0.7060 -1.9215 0.705
S 2.9110 1.1070 -0.7501 0.935
C 1.8660 -0.3600 -0.5033 -0.462
C 0.6216 0.0638 0.3074 -0.358
C -0.6060 0.2987 -0.5757 -0.273
Al -2.1900 1.2104 0.2005 0.002
O -3.6302 0.5211 -0.5449 -0.247
P -2.2779 0.7540 2.5637 0.585
N -0.9819 1.1168 3.4620 -0.412
P -2.2609 3.5285 -0.3725 0.734
C -2.4994 4.5286 1.1574 -0.378
O -3.8523 3.6685 -0.9794 -0.451
H 4.7985 -1.3496 0.8660 0.033
H 5.8137 -1.1514 2.2970 0.071
H 4.0739 -0.9244 2.4047 0.079
H 4.2083 1.2923 1.7317 0.103
H 5.9305 1.1370 2.0480 0.111
H 6.0917 2.8592 0.7222 0.113
H 4.6021 2.9378 -0.1916 0.083
H 6.2983 2.0080 -2.1645 0.052
H 6.0686 3.7381 -1.8544 0.070
H 7.4574 2.9083 -1.1810 0.069
H 2.4658 -1.1010 0.0274 0.061
H 1.5371 -0.7797 -1.4551 0.064
H 0.8757 0.9677 0.8693 0.068
H 0.4116 -0.7336 1.0258 0.095
H -0.9939 -0.6773 -0.8988 0.043
H -0.2952 0.8532 -1.4732 0.055
H -4.1691 0.0077 0.0625 0.000
H -3.4293 1.3293 3.1059 -0.095
H -2.5435 -0.6424 2.6540 -0.079
H -0.2753 1.5481 2.8771 -0.110
H -3.2098 5.3177 0.8954 0.011
H -2.8501 4.0107 2.0535 0.010
H -1.5353 5.0011 1.3579 0.001
H -4.0883 2.8334 -1.4022 -0.007
C -1.0752 -2.4052 4.4674 -0.039
C -0.7095 -3.5257 3.5288 -0.495
O 0.0913 -3.3588 2.6333 0.043
C -1.3722 -4.8706 3.6949 -0.030
H -0.5478 -1.5054 4.1481 0.055
H -2.1489 -2.2140 4.4400 0.073
H -0.7914 -2.6583 5.4912 0.083
H -2.4509 -4.7736 3.5661 0.069
H -1.1823 -5.3045 4.6788 0.083
H -0.9851 -5.5350 2.9249 0.067
C -6.6728 4.0224 2.6910 -0.015
C -6.5174 2.6435 3.2893 -0.492
O -5.4838 2.0313 3.1921 0.048
C -7.7203 2.0703 4.0064 -0.027
H -5.7468 4.3120 2.2000 0.075
H -7.4863 4.0253 1.9629 0.084
H -6.9239 4.7443 3.4714 0.082
H -8.5686 2.0089 3.3220 0.081
H -8.0100 2.7216 4.8332 0.079
H -7.4822 1.0797 4.3852 0.079
C -2.5760 -6.1135 0.2405 -0.016
C -3.9094 -6.2292 0.9465 -0.482
O -4.1145 -5.6323 1.9764 0.065
C -4.9183 -7.0942 0.2426 -0.018
H -1.9142 -5.4571 0.8011 0.057
H -2.1185 -7.0997 0.1363 0.098
H -2.7307 -5.7192 -0.7654 0.060
H -4.5184 -8.1025 0.1217 0.086
H -5.0686 -6.6722 -0.7532 0.073
H -5.8612 -7.1338 0.7827 0.080
C 1.8082 6.4777 -3.6296 -0.025
C 0.5170 6.0313 -2.9818 -0.517
O 0.4947 5.4322 -1.9375 0.036
C -0.7637 6.3844 -3.7043 -0.024
H 2.6493 6.1670 -3.0145 0.077
H 1.9021 6.0443 -4.6274 0.078
H 1.8076 7.5646 -3.7302 0.080
H -0.7665 5.9454 -4.7044 0.080
H -0.8391 7.4685 -3.8132 0.078
H -1.6090 6.0033 -3.1351 0.077
C -0.9166 10.0048 0.4027 -0.030
C -0.5743 8.7888 -0.4332 -0.487
O 0.1140 8.8907 -1.4246 0.061
C -1.1400 7.4756 0.0322 -0.027
H -0.4593 10.8924 -0.0277 0.075
H -1.9999 10.1317 0.4477 0.081
H -0.5618 9.8654 1.4255 0.082
H -2.2310 7.5255 0.0412 0.091
H -0.8057 7.2503 1.0461 0.089
H -0.8302 6.6699 -0.6306 0.050
C -0.3711 -4.1534 -1.1050 0.019
C 0.2560 -4.7278 -2.3454 -0.347
O -0.3966 -5.2088 -3.2458 0.141
C 1.7649 -4.6803 -2.3835 0.015
H -1.4541 -4.2425 -1.1646 0.040
H -0.0073 -4.6902 -0.2266 0.100
H -0.1058 -3.1016 -0.9819 0.100
H 2.1757 -5.2139 -1.5249 0.095
H 2.1017 -3.6430 -2.3221 0.088
H 2.1355 -5.1251 -3.3042 0.085
C 9.6207 -3.3861 0.1725 -0.029
C 8.2059 -3.6373 0.6490 -0.506
O 7.9752 -3.9686 1.7877 0.064
C 7.1202 -3.4431 -0.3772 -0.040
H 10.3195 -3.5519 0.9886 0.077
H 9.8597 -4.0518 -0.6591 0.080
H 9.7133 -2.3612 -0.1915 0.084
H 7.2763 -4.1139 -1.2244 0.085
H 7.1311 -2.4175 -0.7520 0.048
H 6.1501 -3.6426 0.0723 0.079
C -2.8834 -6.2279 -5.0916 -0.022
C -3.1684 -5.5929 -3.7506 -0.482
O -4.0380 -6.0173 -3.0215 0.027
C -2.3154 -4.4075 -3.3730 -0.049
H -3.5560 -7.0666 -5.2539 0.074
H -3.0121 -5.4921 -5.8873 0.082
H -1.8481 -6.5711 -5.1284 0.076
H -2.4244 -3.6153 -4.1158 0.098
H -1.2583 -4.6824 -3.3480 -0.207
H -2.6131 -4.0265 -2.3994 0.072